[1]
Formula: C21H32BMoN8
Source: the OMol25 dataset
Level of theory: wB97M-V/def2-TZVPD

Each line ends with the Mulliken spin population.
Atoms and positions in Å:
Mo: -0.0552 0.0758 0.2386  1.770
C: 4.1792 -0.8060 -2.8395  -0.001
C: 2.8202 -0.4916 -2.2134  0.009
C: 1.6983 -0.7200 -3.2351  0.018
C: 2.5668 -1.3371 -1.0009  -0.007
C: 3.2326 -2.4938 -0.6551  0.025
C: 2.5303 -3.0566 0.4018  0.043
N: 1.5116 -2.2702 0.7120  0.017
N: 1.5195 -1.1606 -0.1119  0.014
B: 0.2848 -2.5163 1.5927  0.021
N: -0.9864 -2.5153 0.6537  -0.001
C: -2.0098 -3.3559 0.5976  0.014
C: -3.0568 -2.7884 -0.1379  -0.001
C: -2.6367 -1.5337 -0.4997  0.035
N: -1.3508 -1.3704 -0.0338  -0.045
C: -3.2660 -0.3941 -1.2307  -0.016
C: -2.7269 -0.2938 -2.6565  -0.010
C: -3.0539 0.9060 -0.4589  -0.006
N: 0.1553 -1.3183 2.6007  0.006
C: 0.0577 -1.3782 3.9210  0.017
C: -0.2391 -0.1162 4.4348  0.002
C: -0.3679 0.7244 3.3561  0.014
N: -0.0795 0.0025 2.2110  -0.012
C: -0.8186 2.1465 3.2946  -0.014
C: -2.3497 2.2004 3.4234  0.000
C: -0.3449 2.8334 2.0230  0.038
H: 4.3478 -0.1533 -3.6942  0.000
H: 4.2156 -1.8317 -3.2077  0.000
H: 4.9987 -0.6568 -2.1382  0.000
H: 2.8240 0.5596 -1.9155  0.002
H: 1.7289 -1.7440 -3.6102  0.001
H: 1.8250 -0.0505 -4.0848  0.001
H: 0.6997 -0.5587 -2.8081  -0.006
H: 4.1031 -2.9042 -1.1339  0.001
H: 2.6995 -3.9812 0.9312  0.000
H: 0.3510 -3.5336 2.1916  0.000
H: -1.9665 -4.3092 1.1023  0.000
H: -4.0098 -3.2425 -0.3518  0.000
H: -4.3415 -0.5883 -1.2631  -0.001
H: -1.6355 -0.1374 -2.6428  0.003
H: -3.1894 0.5429 -3.1788  0.000
H: -2.9108 -1.1990 -3.2322  0.000
H: -1.9647 1.1819 -0.3908  0.022
H: -3.4446 0.8759 0.5565  0.002
H: -3.4898 1.7553 -0.9863  0.001
H: 0.1855 -2.3188 4.4342  0.000
H: -0.3748 0.1399 5.4722  0.000
H: -0.3905 2.6528 4.1642  0.001
H: -2.8228 1.6816 2.5859  0.000
H: -2.6845 3.2364 3.4148  0.000
H: -2.6922 1.7427 4.3487  0.000
H: -0.8774 2.4197 1.1409  -0.002
H: 0.7332 2.7414 1.8848  -0.006
H: -0.5842 3.8956 2.0375  0.004
N: 1.0155 3.2942 -2.3004  0.010
C: 2.0583 3.3418 -1.4041  0.003
C: 1.8818 2.2968 -0.5607  0.027
N: 0.7251 1.6123 -0.9418  -0.024
C: 0.2365 2.2606 -2.0040  0.034
H: 0.8650 3.9399 -3.0659  -0.001
H: 2.8259 4.0957 -1.4497  -0.001
H: 2.4994 1.9769 0.2665  0.000
H: -0.6542 1.9929 -2.5539  0.002

Force components x, y, z for each atom (eV/Å):
Mo -0.18 0.67 -0.24
C -0.01 -0.01 0.00
C 0.01 0.17 0.07
C -0.07 -0.05 0.04
C -0.08 0.11 0.06
C -0.04 -0.05 -0.03
C 0.07 -0.02 -0.03
N -0.24 0.28 0.04
N 0.08 -0.35 -0.06
B 0.05 0.05 0.01
N 0.00 -0.07 0.01
C 0.07 0.03 0.05
C -0.16 0.08 -0.11
C 0.25 0.14 0.15
N 0.19 -0.24 0.24
C -0.19 -0.09 0.02
C 0.20 0.04 -0.08
C 0.19 0.06 0.02
N 0.06 -0.03 0.10
C -0.02 0.05 -0.10
C -0.11 0.09 0.00
C 0.03 0.04 -0.19
N -0.04 -0.66 0.00
C 0.01 0.04 0.11
C 0.03 0.02 -0.03
C -0.03 -0.12 -0.05
H -0.01 0.02 0.00
H 0.00 -0.01 -0.01
H 0.00 0.01 0.03
H 0.02 -0.09 -0.03
H -0.01 0.01 0.00
H -0.02 0.01 -0.02
H 0.05 0.00 -0.03
H 0.03 0.00 -0.02
H -0.02 -0.01 0.04
H 0.01 -0.06 0.02
H 0.02 -0.03 0.01
H -0.01 -0.01 -0.01
H 0.05 0.03 -0.05
H -0.13 -0.03 -0.02
H -0.02 -0.01 -0.02
H -0.03 -0.01 0.01
H -0.13 -0.05 -0.07
H -0.05 -0.02 -0.01
H -0.04 -0.01 0.05
H 0.01 -0.03 0.02
H 0.00 0.02 0.02
H 0.04 0.01 -0.08
H -0.02 -0.01 0.03
H 0.00 0.01 0.00
H 0.00 -0.02 0.02
H 0.07 0.09 0.13
H 0.02 0.03 0.01
H -0.05 0.01 -0.03
N -0.04 -0.24 0.15
C 0.07 -0.04 0.14
C 0.12 0.09 0.03
N 0.20 0.11 -0.06
C -0.25 -0.02 -0.16
H -0.02 0.00 -0.02
H 0.01 0.01 0.02
H -0.03 0.04 -0.09
H 0.07 0.04 0.02

⟨S²⟩: 2.014
Total charge: +3
E_HOMO (alpha / beta), eV: -18.48 / -18.49
Total energy, eV: -36724.6852
LUMO energy (alpha / beta), eV: -11.64 / -11.27
Spin multiplicity: 3
HOMO-LUMO gap (alpha / beta), eV: 6.8 / 7.2
Energy above the lowest of the compared OMol25 structures with the same formula, charge and spin, kcal/mol: 7.3

=====

[2]
Formula: C21H32BN4O12P2Pt
Source: the OMol25 dataset
Level of theory: wB97M-V/def2-TZVPD

Each line ends with the Mulliken spin population.
Atoms and positions in Å:
Pt: -0.2265 1.2636 0.5109  1.159
N: -3.8110 2.1435 -2.1149  0.000
C: -2.6819 1.7921 -1.2248  -0.002
C: -3.1706 0.9381 -0.0805  0.155
P: -2.1047 3.4512 -0.6337  -0.001
O: -1.2138 3.9385 -1.9015  0.003
O: -3.3481 4.2549 -0.5740  0.007
O: -1.2066 3.3321 0.5738  0.116
P: -1.3939 0.8845 -2.2311  -0.006
O: -1.5321 1.7229 -3.6133  0.003
O: -1.8724 -0.4923 -2.3802  0.015
O: -0.0169 1.2032 -1.6730  0.061
H: -4.1529 3.0671 -1.7327  0.001
H: -4.5414 1.4264 -2.1246  0.000
H: -3.4232 2.2471 -3.0667  0.000
H: -3.9337 1.4498 0.5079  0.007
H: -2.3202 0.7057 0.5819  -0.028
H: -3.5479 -0.0168 -0.4502  -0.001
H: -1.4243 4.8551 -2.0886  -0.001
H: -0.8344 2.3767 -3.6807  -0.001
C: -1.5800 1.8565 3.2606  0.008
N: -0.2610 1.4491 2.7753  0.115
C: 0.1268 0.2061 3.4395  -0.003
C: 0.6953 2.5410 3.0131  0.022
C: 2.0511 2.3076 2.3400  -0.023
N: 1.9137 2.0747 0.8979  0.236
C: 2.8323 1.0627 0.3973  -0.009
C: 1.9881 3.2927 0.0999  -0.010
H: -2.2886 1.0371 3.1485  0.003
H: -1.9339 2.7208 2.7007  0.000
H: -1.5292 2.1243 4.3218  0.001
H: 0.1690 0.3436 4.5257  0.001
H: 1.0941 -0.1384 3.0867  0.001
H: -0.5991 -0.5750 3.2197  0.004
H: 0.8491 2.6810 4.0922  -0.002
H: 0.2447 3.4469 2.6044  -0.003
H: 2.5461 1.4486 2.7955  0.002
H: 2.6772 3.1878 2.5254  0.002
H: 3.8754 1.3723 0.5355  0.001
H: 2.6512 0.9141 -0.6668  0.002
H: 2.6695 0.1173 0.9154  0.002
H: 2.9996 3.7174 0.1285  0.007
H: 1.2762 4.0322 0.4658  -0.002
H: 1.7370 3.0481 -0.9329  -0.001
O: 0.4657 -1.7956 -1.3164  0.038
C: -0.4265 -1.8098 -0.3088  0.287
O: -0.3217 -1.0236 0.6503  0.216
C: -1.4605 -2.8144 -0.4181  0.166
C: -1.4774 -3.7433 -1.4815  0.485
C: -2.4601 -4.7172 -1.5229  -0.074
C: -3.4238 -4.8126 -0.5386  0.478
C: -3.4151 -3.8736 0.5152  0.283
C: -2.4396 -2.8848 0.5747  0.053
N: -4.4022 -3.9428 1.5223  -0.007
O: -5.1966 -4.8981 1.4707  0.095
O: -4.3853 -3.0301 2.3751  0.109
H: -0.7308 -3.6683 -2.2538  0.045
H: -2.4819 -5.4208 -2.3426  0.004
H: -4.1741 -5.5851 -0.5509  0.019
H: -2.4331 -2.1865 1.3967  -0.017
O: 2.6450 -2.0709 -0.2318  -0.001
B: 1.7977 -1.8437 -1.3243  -0.018
O: 2.5153 -1.7799 -2.5022  0.001
C: 3.8101 -1.9935 -2.1621  0.000
C: 4.9268 -2.0333 -2.9729  0.000
C: 6.1386 -2.2877 -2.3510  0.000
C: 6.2260 -2.4863 -0.9734  0.000
C: 5.1055 -2.4330 -0.1536  0.000
C: 3.8954 -2.1799 -0.7683  0.000
H: 4.8519 -1.8779 -4.0363  0.000
H: 7.0264 -2.3431 -2.9610  0.000
H: 7.1932 -2.6856 -0.5374  0.000
H: 5.1835 -2.5904 0.9093  0.000

Force components x, y, z for each atom (eV/Å):
Pt 1.03 0.62 1.13
N -0.46 0.20 -0.44
C 1.22 -0.11 0.16
C -0.17 -0.12 0.16
P 0.28 0.50 -0.18
O 0.01 -0.28 0.29
O -0.37 0.13 0.00
O 0.11 -0.56 -0.15
P -0.21 0.70 -0.61
O -0.23 -0.78 0.08
O -0.23 -0.55 0.00
O -0.13 -0.04 0.53
H -0.10 -0.22 -0.25
H 0.11 0.15 -0.02
H -0.29 0.17 0.11
H 0.04 -0.01 0.12
H -0.37 -0.10 0.13
H -0.01 -0.01 -0.01
H -0.07 0.42 -0.16
H 0.22 0.38 -0.01
C -0.42 0.30 0.16
N -0.05 -0.11 -0.75
C 0.14 -0.33 0.20
C 0.39 0.24 -0.12
C -0.30 0.03 0.45
N -0.91 -0.40 -0.22
C 0.41 -0.27 -0.05
C 0.11 0.46 -0.24
H 0.04 -0.04 -0.04
H 0.06 -0.07 -0.01
H 0.02 -0.07 0.01
H 0.02 0.06 -0.02
H 0.07 -0.01 -0.04
H 0.00 0.09 -0.05
H -0.03 0.00 -0.09
H -0.03 -0.01 0.07
H 0.04 0.04 -0.11
H 0.03 -0.11 -0.03
H -0.03 0.01 -0.01
H 0.00 0.01 -0.03
H 0.01 0.08 -0.01
H -0.03 -0.06 0.07
H 0.00 -0.09 -0.01
H -0.03 0.06 0.07
O -1.71 -0.24 0.12
C 0.71 0.57 0.69
O -0.19 -0.68 -0.62
C -0.45 1.74 2.56
C -0.18 -1.98 -2.37
C -0.22 -0.15 0.07
C 0.08 -1.99 -2.33
C 0.87 1.92 1.23
C 0.27 0.21 0.01
N -0.65 0.26 0.99
O 0.87 1.23 0.23
O -0.44 -1.16 -0.65
H -0.02 -0.03 -0.11
H 0.05 -0.01 0.00
H -0.04 0.01 -0.01
H -0.03 0.00 0.01
O -1.13 0.03 0.19
B 2.04 -0.21 0.24
O -1.06 0.24 -0.34
C 1.08 -0.19 1.08
C -0.55 0.04 0.13
C 0.12 -0.08 0.30
C 0.14 0.06 -0.38
C -0.40 0.08 0.01
C 0.86 0.06 -1.28
H -0.03 0.00 -0.14
H 0.13 0.01 0.02
H 0.04 -0.02 0.07
H -0.04 -0.02 0.15

⟨S²⟩: 6.072
Total charge: +1
E_HOMO (alpha / beta), eV: -9.02 / -11.00
Total energy, eV: -75323.9168
LUMO energy (alpha / beta), eV: -3.60 / -6.79
Spin multiplicity: 5
HOMO-LUMO gap (alpha / beta), eV: 5.4 / 4.2